155
Properties=species:S:1:pos:R:3:forces:R:3:mulliken_charge:R:1 method="wB97M-V/def2-TZVPD" energy_ha=-5117.8371 homo_lumo_gap_ev=1.79 homo_energy_ev=-0.606 total_charge=-2
C -13.8102 13.6129 -12.0754 -2.9 -0.5 2.5 0.414
H -18.4331 7.3987 -9.3267 -0.1 -0.1 0.1 0.303
C -12.2654 14.8595 -3.1696 -0.7 1.1 0.6 -1.093
C -15.0315 21.1843 -3.7464 0.4 -0.9 -0.4 -0.683
C -12.2783 18.4088 -7.0168 2.0 0.5 0.3 -0.542
H -14.2230 21.8133 -4.0883 -0.1 0.0 -0.5 0.479
C -17.4096 10.3211 -8.6474 -1.6 0.8 -0.2 0.569
H -15.3866 14.3167 -7.6498 -0.4 0.7 -0.3 0.405
C -12.5707 16.1441 -2.7705 2.5 -0.8 0.6 0.390
C -16.2703 14.0416 -7.0740 0.4 -0.1 -0.5 -0.778
C -21.8131 11.7186 -10.3514 0.5 0.5 0.1 -1.068
C -15.4368 20.1026 -4.4755 2.4 -0.6 -3.2 0.483
C -21.3987 17.3029 -9.5958 -1.0 0.9 2.2 0.680
C -16.5725 20.5250 -2.0559 -2.0 -1.2 -0.1 0.512
C -22.1461 13.4133 -8.5535 -2.6 -2.0 0.4 0.246
H -18.5676 13.2470 -6.0552 0.7 -0.1 0.3 -0.148
H -20.3019 12.2904 -2.3051 0.3 0.5 -0.2 0.319
O -11.9534 14.8160 -6.3781 1.0 2.1 0.1 -0.759
H -17.0802 16.5500 -5.9234 0.4 0.5 0.3 0.001
H -21.7198 14.3396 -8.1382 -0.1 -0.1 0.1 0.243
O -13.2852 12.5103 -11.8876 1.1 0.9 -1.4 -0.699
H -17.7447 11.5766 -4.8733 -0.8 -0.5 -0.5 0.122
H -12.2371 13.4727 -13.8593 -0.1 -0.3 0.5 0.304
H -21.7077 17.7927 -2.7226 -0.5 0.3 -0.3 0.353
O -11.5151 17.0073 -2.4601 -1.9 -1.4 -0.6 -0.601
O -15.7704 13.5333 -3.4934 0.3 1.9 0.6 -0.470
H -18.1548 12.3422 -3.4218 0.2 0.1 0.3 0.435
O -21.5595 10.5971 -5.1263 -2.4 -0.5 -0.5 -0.607
H -14.4499 17.3728 -7.2873 -1.3 1.7 -0.8 -0.090
H -21.3370 19.4900 -2.2825 0.2 -0.1 0.2 0.376
C -10.8698 18.9954 -6.7979 -4.2 -1.9 -0.6 0.043
C -15.6875 15.0582 -11.3344 -1.7 1.6 2.6 0.251
H -11.1252 13.8811 -8.5625 0.2 0.1 0.0 0.453
N -17.2556 16.3886 -6.9049 -1.8 -2.3 1.4 1.852
C -14.7523 14.4383 -3.2546 0.6 -2.9 -0.7 0.374
H -11.7629 9.4095 -10.4404 -0.7 -0.2 -0.1 0.416
H -17.7240 10.6410 -3.3790 -0.1 -0.2 0.0 0.442
H -22.1285 15.0873 -13.1888 0.4 -0.2 -0.5 0.332
O -16.6023 15.4309 -10.4162 1.2 -4.4 -1.0 0.336
C -10.2267 12.3939 -9.9249 0.1 3.6 -1.0 0.312
H -18.9878 8.3661 -7.9380 0.1 0.2 -0.2 0.284
C -14.8768 13.9997 -11.1567 -0.2 -0.2 0.0 -0.295
H -11.9798 17.7939 -2.1653 0.0 0.8 0.2 0.325
C -10.6185 11.0363 -10.3540 0.2 -1.1 -0.5 0.505
H -20.0765 13.1346 -10.8695 0.9 0.8 -0.3 0.564
H -18.2832 18.0898 -9.6031 3.7 0.2 -0.9 0.028
O -13.8313 16.6607 -7.1089 2.2 -1.9 1.0 0.082
H -20.9485 20.9512 -4.0853 0.6 0.7 0.3 0.435
H -14.1659 16.3378 -14.1550 -0.3 0.1 0.0 0.442
C -13.6296 14.6174 -13.1302 1.4 -0.5 -1.6 0.381
H -15.4818 12.6962 -3.8643 0.9 -0.1 -0.2 0.352
H -9.4318 15.9649 -6.1045 -0.1 -0.5 0.5 0.248
C -17.5364 14.8854 -7.0909 1.0 0.6 0.0 2.001
O -9.7277 10.3332 -11.0840 -0.1 -0.2 -0.1 -0.559
H -19.7457 10.9903 -5.9938 -0.2 -0.1 -0.3 0.136
O -17.1317 20.0634 -9.0096 -1.5 1.3 2.8 -0.967
P -16.1395 18.9546 -8.8947 1.8 2.8 -8.7 0.422
C -11.6450 16.0182 -6.4519 0.8 0.2 -0.2 0.370
O -12.5805 14.3610 -13.9802 -0.3 0.8 -0.3 -0.587
H -15.9936 16.0496 -2.7774 -0.2 0.0 0.0 0.495
O -9.3360 13.1470 -10.4610 -2.5 -3.5 1.9 -0.674
O -13.2759 12.7570 -7.7901 0.7 -1.0 -0.9 -0.014
H -21.0779 10.9178 -10.4299 0.0 -0.2 0.5 0.289
H -17.1818 21.6967 -0.6305 0.7 0.3 -0.2 0.342
H -18.0525 16.9627 -7.1399 -0.9 0.0 -0.2 0.275
H -17.5583 7.3679 -7.7627 -0.1 -0.4 0.0 0.341
O -10.6445 20.1578 -6.9437 1.1 0.7 0.2 -0.557
H -15.3597 7.8412 -9.0023 -0.1 0.4 0.1 0.330
C -20.1763 20.2296 -4.3519 -0.1 0.2 -1.2 -0.877
H -11.2248 14.5805 -3.2444 0.0 0.0 -0.2 0.355
O -18.4207 10.8319 -8.1001 2.4 -1.1 -0.8 -0.675
O -22.3144 17.3938 -5.1099 0.6 0.8 0.9 -0.659
C -19.5568 16.8783 -11.2193 0.0 0.8 0.1 -0.812
H -15.4224 19.4151 -6.3241 -1.1 -1.7 -1.7 0.025
O -15.0825 22.4177 -1.7992 -0.4 0.7 1.8 -0.639
N -19.7185 11.1249 -3.9489 0.5 -0.2 -0.4 0.128
C -21.7755 16.0576 -11.6447 -0.7 -0.5 -1.4 0.324
C -17.0625 19.4771 -2.8234 0.9 1.9 2.8 -1.039
C -16.0660 8.3857 -9.6291 -1.0 2.5 -0.5 -0.974
C -18.4456 14.3260 -5.9605 -1.1 1.7 -3.4 -0.397
O -13.8045 10.2634 -8.7732 2.0 1.5 -0.7 -0.646
O -16.7816 17.8745 -9.8241 -1.9 -3.6 0.5 -0.634
C -22.2505 16.6324 -10.5455 -0.6 -1.1 -0.4 -0.783
H -17.9200 18.9921 -2.3808 0.0 -0.4 -0.3 0.555
H -16.5747 13.0902 -7.5102 0.1 -0.3 0.4 0.285
H -8.1138 17.5906 -6.0662 0.1 -0.2 0.2 0.310
C -13.3011 13.8531 -3.4818 -0.1 -0.3 -1.8 1.021
H -21.2995 18.6738 -6.2419 0.1 0.4 0.1 0.356
H -16.5899 10.8704 -9.1359 -0.1 0.6 0.5 0.036
O -14.2673 17.6993 -2.0282 0.8 1.8 0.9 -0.606
H -20.0912 18.1421 -2.4762 0.4 0.7 0.3 0.268
C -14.4249 15.6815 -13.3374 0.6 -0.2 0.2 -1.162
C -11.7896 10.4204 -10.0611 1.4 -1.0 -0.6 -0.757
O -21.7769 17.6695 -8.4733 0.5 -0.5 -1.7 -0.597
O -23.2718 12.9320 -8.2435 2.3 1.6 -0.5 -0.752
O -19.7567 14.8354 -6.3656 1.6 -0.5 0.6 0.571
H -18.0357 14.8783 -8.0598 0.0 -0.5 0.1 -0.964
C -10.2827 16.6177 -6.2323 -0.3 -0.9 -0.7 -0.879
C -20.4147 10.8903 -5.1251 2.4 0.4 1.5 0.548
H -20.0171 14.4607 -9.6467 0.0 -0.1 0.0 -0.301
O -14.9786 19.3465 -9.8743 1.2 -0.3 2.6 -1.043
H -15.6797 9.2491 -10.1708 1.1 -0.2 0.3 0.230
H -16.7232 16.3791 -10.3279 0.0 3.6 0.5 -0.028
O -16.7352 17.9677 -4.5437 1.5 1.9 0.5 -0.602
H -8.9994 10.8981 -11.3523 0.2 0.5 0.0 0.321
H -21.4369 11.1064 -2.6150 0.3 -0.8 -0.5 0.359
H -18.5127 17.0286 -11.4509 0.2 -0.1 -0.2 0.653
O -8.7058 18.3429 -6.1388 0.1 0.3 -0.6 -0.517
C -20.3931 16.1785 -12.1897 1.3 1.4 2.3 0.765
H -19.2063 12.8487 -9.3761 0.0 0.2 0.3 -0.255
H -19.8159 10.7396 -1.8431 -0.2 -0.7 -0.2 0.323
N -20.8378 18.9628 -4.2516 -0.1 -0.9 1.5 0.378
H -12.8143 13.2926 -7.1408 0.1 1.0 0.3 0.191
O -15.7341 18.3631 -7.5608 0.5 -1.0 3.0 -0.688
C -18.2788 11.3921 -3.9413 -0.2 0.8 0.8 -1.066
H -20.5350 13.7895 -4.7609 0.5 -0.2 0.4 0.060
H -15.0689 13.4082 -10.2737 0.2 -0.2 0.1 0.508
C -12.3587 12.2499 -8.6664 -2.8 0.2 2.0 0.460
C -11.2336 12.8872 -8.9709 1.4 0.8 -0.3 -0.395
C -16.3848 19.0316 -3.9979 -1.9 -0.7 -0.4 0.489
C -21.5394 18.3414 -5.2200 -0.3 -0.9 -1.4 0.172
C -18.1132 7.9876 -8.4670 -0.8 -0.2 0.9 -1.034
H -21.6259 14.7689 -5.5947 0.0 0.7 0.1 0.215
H -18.0758 14.6829 -4.9993 -0.3 -0.1 0.3 0.115
C -20.0010 17.4792 -10.0431 2.5 -0.9 -0.3 0.592
H -19.8200 20.4546 -5.3572 -0.2 -0.2 -0.2 0.283
H -19.2872 20.2151 -3.7215 -0.3 0.4 0.2 0.111
C -20.3571 11.2538 -2.6373 0.1 1.0 -0.2 -1.029
O -20.0246 15.7174 -13.2563 -0.8 -0.4 -0.2 -0.737
O -22.6205 15.3155 -12.3967 -0.1 0.1 0.2 -0.618
H -23.2666 16.2897 -10.4169 -0.3 0.7 0.9 0.362
H -20.3113 15.5973 -4.6200 -0.6 -0.1 0.6 0.183
C -15.5624 15.9858 -12.4503 -1.8 3.7 -2.8 0.740
C -13.9671 16.6344 -2.4748 0.3 -2.0 -1.6 0.430
C -9.9519 17.9070 -6.4326 1.4 -0.3 1.3 0.860
C -14.9778 15.6911 -2.8549 -1.4 -0.9 -0.1 -0.476
H -15.8864 13.9203 -6.0611 -0.2 -0.2 0.2 -0.468
H -16.3846 7.7567 -10.4603 -0.6 -0.3 0.4 0.408
N -21.3273 12.7934 -9.4258 -0.7 -0.5 -0.3 0.544
O -17.2216 20.7836 -0.9243 -1.0 -0.5 0.9 -0.565
O -16.3745 16.9421 -12.7155 3.0 -4.0 1.2 -0.527
H -13.0037 19.1124 -7.3977 -0.3 0.0 -0.1 0.576
C -20.5894 14.7582 -5.2576 -1.1 0.0 0.0 -0.738
O -14.8533 19.8690 -5.6983 0.2 2.0 3.9 -0.320
N -17.2281 9.0169 -8.8983 0.8 -2.0 -0.5 0.201
H -16.5611 16.9026 -7.4280 1.9 0.6 -1.0 -0.508
H -22.8077 11.3055 -10.1834 0.2 0.3 0.8 0.348
C -21.0028 18.6156 -2.8409 -0.4 -1.3 -0.7 -1.143
H -21.8357 12.1026 -11.3713 -0.1 0.5 -0.1 0.350
C -20.0521 13.3834 -9.8085 -0.5 -0.8 -0.8 -0.302
C -12.5785 17.1003 -6.8470 -2.6 0.4 -0.8 0.258
O -13.0860 12.7532 -4.0515 -1.1 2.9 2.1 -0.667
O -19.1457 18.0346 -9.1852 -5.1 -0.6 0.1 -0.218
C -12.8084 10.8961 -9.1547 -0.2 -0.6 -0.1 0.643
C -15.4987 21.4715 -2.4140 0.6 -1.2 -3.1 0.283